The following is a quantum chemistry calculation of a cluster of 13 separate species, C59H140N4O13 in total in a non-equilibrium geometry, from the Open Molecules 2025 dataset.

```
! RIJCOSX wB97M-V def2-TZVPD def2/J DEFGRID3
* xyz 0 1
C -3.278 0.438 2.699
O -3.214 0.881 1.338
H -3.797 1.234 3.237
H -3.875 -0.493 2.824
H -2.298 0.232 3.138
H -3.285 1.851 1.410
C 8.114 -0.301 -0.406
O 7.345 0.307 0.644
H 7.725 -0.005 -1.391
H 9.201 -0.032 -0.348
H 7.982 -1.389 -0.457
H 7.684 0.020 1.478
C -6.991 -1.167 -1.921
C -6.572 0.254 -1.631
C -7.554 1.343 -2.201
C -8.836 1.420 -1.499
C -8.490 1.848 -0.098
C -7.585 0.825 0.560
N -6.404 0.601 -0.245
O -5.605 -0.313 0.451
C -7.043 1.444 1.905
C -8.472 -0.409 0.927
C -5.194 0.389 -2.262
H -6.361 -1.873 -1.413
H -6.958 -1.407 -2.943
H -8.004 -1.459 -1.682
H -7.139 2.349 -2.045
H -7.704 1.124 -3.287
H -9.282 0.450 -1.448
H -9.584 2.090 -1.993
H -9.396 2.003 0.465
H -7.931 2.799 -0.139
H -6.275 0.858 2.404
H -6.639 2.466 1.666
H -7.862 1.588 2.630
H -9.241 -0.293 1.690
H -9.055 -0.731 0.086
H -7.949 -1.264 1.252
H -5.186 0.066 -3.282
H -4.534 -0.333 -1.794
H -4.838 1.387 -2.171
H -4.780 0.182 0.553
C 4.743 -2.568 -3.611
C 3.353 -2.050 -4.041
C 3.523 -0.789 -4.958
C 3.791 -1.165 -6.404
C 2.746 -2.095 -6.882
C 2.649 -3.434 -6.093
N 2.454 -3.002 -4.670
O 2.422 -4.219 -3.864
C 1.411 -4.113 -6.625
C 3.903 -4.305 -6.287
C 2.656 -1.682 -2.698
H 4.779 -3.622 -3.463
H 5.123 -2.029 -2.734
H 5.429 -2.350 -4.444
H 2.675 -0.196 -4.853
H 4.305 -0.150 -4.517
H 4.772 -1.513 -6.555
H 3.734 -0.182 -6.928
H 2.742 -2.346 -7.922
H 1.707 -1.679 -6.733
H 0.500 -3.779 -6.193
H 1.329 -3.991 -7.698
H 1.547 -5.189 -6.503
H 3.875 -5.320 -5.937
H 4.106 -4.476 -7.323
H 4.779 -3.796 -5.977
H 2.742 -2.540 -2.021
H 1.635 -1.478 -2.794
H 3.104 -0.837 -2.209
H 1.487 -4.285 -3.621
C 3.403 0.312 3.980
C 4.934 0.011 3.905
C 5.390 -0.800 5.061
C 4.965 -2.243 4.948
C 5.376 -2.805 3.594
C 4.878 -1.953 2.389
N 5.306 -0.610 2.585
O 4.690 0.162 1.562
C 5.663 -2.545 1.202
C 3.387 -2.256 2.207
C 5.793 1.351 4.010
H 2.898 0.279 3.042
H 3.189 1.230 4.496
H 2.898 -0.457 4.524
H 6.485 -0.869 5.029
H 5.105 -0.345 6.046
H 3.861 -2.272 5.059
H 5.331 -2.783 5.756
H 4.985 -3.823 3.528
H 6.464 -2.783 3.671
H 5.375 -3.594 1.141
H 5.331 -1.984 0.289
H 6.765 -2.509 1.291
H 3.028 -1.647 1.364
H 3.292 -3.348 1.930
H 2.856 -2.000 3.148
H 6.843 1.160 3.876
H 5.589 1.922 4.888
H 5.396 2.050 3.260
H 5.415 0.583 1.089
C 0.229 -3.142 0.502
C -0.134 -4.505 -0.101
C -0.839 -5.370 0.951
C -2.313 -5.056 0.985
C -3.001 -5.211 -0.398
C -2.409 -4.177 -1.355
N -0.992 -4.499 -1.346
O -0.290 -3.961 -2.422
C -3.036 -4.420 -2.771
C -2.623 -2.756 -0.947
C 1.193 -5.138 -0.468
H 1.020 -3.370 1.142
H -0.630 -2.672 1.023
H 0.643 -2.451 -0.268
H -0.739 -6.450 0.715
H -0.342 -5.183 1.930
H -2.542 -4.011 1.310
H -2.789 -5.668 1.695
H -4.129 -5.130 -0.326
H -2.773 -6.149 -0.913
H -2.766 -3.567 -3.421
H -2.650 -5.336 -3.186
H -4.094 -4.474 -2.659
H -2.095 -2.530 -0.031
H -2.396 -1.986 -1.627
H -3.659 -2.534 -0.757
H 1.809 -4.477 -1.140
H 0.927 -6.028 -0.964
H 1.695 -5.535 0.397
H -0.473 -3.003 -2.490
C -0.473 -1.032 -4.938
C -0.478 -0.045 -3.782
C -1.652 0.953 -3.916
O -0.709 -0.900 -2.689
H -0.286 -0.504 -5.919
H -1.415 -1.529 -5.196
H 0.306 -1.759 -4.967
H 0.547 0.438 -3.776
H -1.945 1.377 -2.889
H -2.570 0.465 -4.238
H -1.383 1.855 -4.548
H -0.894 -0.323 -1.935
C -0.889 5.018 -1.689
C 0.539 5.404 -1.989
C 0.975 6.695 -1.285
O 1.356 4.299 -1.574
H -1.140 5.050 -0.622
H -1.027 3.967 -2.075
H -1.505 5.673 -2.266
H 0.639 5.578 -3.050
H 2.081 6.783 -1.346
H 0.684 6.644 -0.249
H 0.512 7.528 -1.792
H 2.200 4.340 -1.995
C 0.321 0.178 1.628
C 0.114 1.070 0.390
C 1.235 1.170 -0.576
O -0.974 0.637 -0.491
H 0.626 -0.923 1.457
H -0.456 0.247 2.320
H 1.282 0.556 2.089
H -0.171 2.106 0.654
H 1.579 0.152 -0.859
H 2.147 1.580 -0.168
H 0.912 1.685 -1.458
H -1.683 0.328 0.095
C -3.824 5.759 1.402
C -4.378 4.314 1.424
C -4.826 3.934 -0.006
O -3.342 3.454 1.869
H -4.532 6.511 1.016
H -3.142 5.789 0.546
H -3.450 6.054 2.342
H -5.210 4.244 2.194
H -3.938 3.892 -0.667
H -5.401 4.740 -0.372
H -5.369 3.016 -0.127
H -2.954 3.818 2.737
C 4.463 4.527 2.412
C 3.894 4.620 1.004
C 4.414 3.440 0.181
O 2.493 4.543 1.149
H 4.450 5.492 2.954
H 5.526 4.217 2.379
H 3.836 3.742 2.897
H 4.253 5.610 0.616
H 3.988 3.271 -0.848
H 4.159 2.488 0.671
H 5.484 3.480 0.092
H 2.112 4.361 0.265
C 0.445 3.148 3.840
C -0.353 4.355 4.161
C -0.142 5.556 3.196
O -1.772 3.950 4.044
H 1.519 3.402 3.847
H 0.247 2.739 2.834
H 0.254 2.411 4.647
H -0.121 4.833 5.098
H -0.722 5.428 2.231
H 0.938 5.473 2.836
H -0.216 6.560 3.668
H -2.234 3.609 4.802
C -1.516 -1.402 5.393
C -0.177 -0.706 5.380
C 0.258 -0.056 6.643
O 0.889 -1.684 5.049
H -1.703 -1.943 4.463
H -2.293 -0.570 5.405
H -1.560 -2.095 6.288
H -0.235 0.048 4.582
H 0.178 -0.772 7.459
H -0.457 0.763 6.931
H 1.256 0.364 6.545
H 0.848 -1.931 4.097
*
```

Computed properties:
DFT total energy = -96024.66119 eV
Molar mass = 1113.78 g mol⁻¹
Frontier orbital gap = 7.924 eV
LUMO level = 0.271 eV

Results of the Löwdin charge analysis, in e, for atoms 1 through 6: atom 1 (C): -0.116, atom 2 (O): -0.154, atom 3 (H): 0.082, atom 4 (H): 0.099, atom 5 (H): 0.040, atom 6 (H): 0.036